A structure of composition C4H5N3O. Source: the OMol25 dataset; level of theory: wB97M-V/def2-TZVPD.

Cartesian coordinates (Å):
1 C -1.03 0.04 0.02
2 C 1.01 0.82 -0.13
3 C 1.73 -0.94 0.07
4 C 0.35 -0.33 0.28
5 H -2.48 -0.41 0.56
6 H -2.00 -1.65 -0.24
7 H -1.63 2.24 -0.11
8 H 2.33 -1.28 1.06
9 H 1.90 -1.64 -0.93
10 N -2.05 -0.69 -0.34
11 N -0.93 1.43 0.09
12 N 0.47 1.99 -0.07
13 O 2.33 0.39 -0.26

Values from the calculation:
- energy above the lowest of the compared OMol25 structures with the same formula, charge and spin (kcal per mole) = 150.8
- molar mass (g/mol) = 111.104
- lowest unoccupied orbital energy (eV) = 0.49
- E (eV) = -10741.076
- spin multiplicity = 1


A structure of composition C31H55BrNP3Ti. Source: the OMol25 dataset; level of theory: wB97M-V/def2-TZVPD.

Cartesian coordinates (Å):
1 N 4.14 5.90 -1.05
2 C 4.73 5.14 -0.13
3 C 4.71 3.75 -0.19
4 C 4.00 3.12 -1.24
5 C 3.38 3.95 -2.21
6 C 3.48 5.34 -2.07
7 C 3.85 1.68 -1.32
8 Ti -0.10 -1.19 -0.20
9 P -2.06 -2.76 0.73
10 C 3.27 1.01 -2.36
11 C 2.52 -0.20 -2.10
12 C 1.50 -0.61 -2.99
13 C 0.56 -1.57 -2.62
14 C 0.85 -2.39 -1.48
15 C 1.89 -2.01 -0.55
16 C 2.67 -0.89 -0.88
17 Br 0.12 -4.32 -1.51
18 H 4.37 1.13 -0.54
19 H 3.27 1.40 -3.39
20 H 5.27 3.17 0.55
21 H 2.83 3.54 -3.06
22 H 5.25 5.66 0.68
23 H 2.99 6.01 -2.80
24 H 1.47 -0.15 -3.97
25 H 3.49 -0.60 -0.21
26 H -0.23 -1.90 -3.31
27 H 2.13 -2.66 0.30
28 P -1.45 0.75 -1.11
29 C -1.02 -4.08 1.51
30 C -1.42 -5.54 1.27
31 H -0.99 -3.86 2.59
32 H 0.01 -3.91 1.15
33 H -0.61 -6.18 1.63
34 H -2.32 -5.80 1.83
35 H -1.58 -5.78 0.21
36 C -2.96 -3.33 -0.79
37 C -4.30 -4.03 -0.69
38 H -2.24 -3.98 -1.31
39 H -3.06 -2.42 -1.41
40 H -4.66 -4.22 -1.71
41 H -4.24 -5.01 -0.20
42 H -5.05 -3.42 -0.18
43 C -3.40 -2.57 1.98
44 C -4.02 -3.83 2.61
45 H -4.19 -1.98 1.49
46 H -2.98 -1.95 2.78
47 H -4.76 -3.50 3.35
48 H -4.55 -4.46 1.88
49 H -3.29 -4.44 3.15
50 C -2.75 1.65 -0.16
51 C -3.92 0.80 0.33
52 H -3.12 2.41 -0.86
53 H -2.28 2.17 0.68
54 H -4.64 1.44 0.85
55 H -4.45 0.32 -0.50
56 H -3.60 0.02 1.04
57 C -2.48 0.39 -2.60
58 C -1.79 0.57 -3.94
59 H -3.36 1.05 -2.56
60 H -2.85 -0.64 -2.48
61 H -2.48 0.25 -4.74
62 H -1.52 1.62 -4.13
63 H -0.88 -0.04 -4.02
64 C -0.37 2.14 -1.65
65 C 0.17 3.07 -0.57
66 H -0.96 2.71 -2.38
67 H 0.47 1.68 -2.20
68 H 0.68 3.92 -1.06
69 H -0.62 3.49 0.06
70 H 0.91 2.58 0.07
71 C 2.12 2.09 2.55
72 C 2.07 0.62 2.15
73 P 0.44 -0.22 2.08
74 C 0.47 -1.53 3.38
75 C 1.18 -1.19 4.70
76 C -0.82 0.99 2.65
77 C -0.66 1.62 4.04
78 H 1.22 2.66 2.27
79 H 2.98 2.57 2.05
80 H 2.27 2.22 3.63
81 H 2.49 0.51 1.14
82 H 2.72 0.02 2.80
83 H -0.57 -1.82 3.57
84 H 0.95 -2.40 2.91
85 H 0.94 -0.19 5.07
86 H 0.85 -1.91 5.46
87 H 2.27 -1.29 4.60
88 H -0.83 1.78 1.88
89 H -1.79 0.49 2.57
90 H 0.37 1.58 4.43
91 H -0.95 2.68 4.00
92 H -1.33 1.13 4.76

Values from the calculation:
- energy above the lowest of the compared OMol25 structures with the same formula, charge and spin (kcal per mole) = 0.0
- molar mass (g/mol) = 662.481
- lowest unoccupied orbital energy (spin up / spin down) (eV) = -6.65 / -7.24
- net charge = +2
- E (eV) = -155538.149
- spin multiplicity = 3


The ion C6H14N3S with charge +1. Source: the OMol25 dataset; level of theory: wB97M-V/def2-TZVPD.

Cartesian coordinates (Å):
1 C -1.91 -1.13 -2.62
2 N -1.91 -0.33 -1.28
3 C -0.97 0.28 -0.84
4 S 0.81 0.54 -1.62
5 C 1.33 0.25 0.19
6 C 1.28 -1.32 0.54
7 C 2.68 0.85 0.36
8 N 0.33 0.98 1.04
9 N -0.96 0.92 0.38
10 C -1.93 0.58 1.38
11 H -2.74 -0.87 -3.23
12 H -1.98 -2.18 -2.26
13 H -0.92 -0.83 -2.96
14 H 0.22 -1.43 0.61
15 H 1.77 -1.38 1.57
16 H 1.76 -1.88 -0.19
17 H 2.64 1.87 0.05
18 H 3.28 0.44 -0.35
19 H 2.97 0.59 1.28
20 H 0.20 0.46 1.94
21 H 0.60 1.89 1.24
22 H -1.69 -0.31 1.97
23 H -1.94 1.53 1.92
24 H -2.94 0.48 0.89

Values from the calculation:
- SMILES = C/N=C1\SC(C)(C)[NH2+]N1C
- energy above the lowest of the compared OMol25 structures with the same formula, charge and spin (kcal per mole) = 80.5
- molar mass (g/mol) = 160.266
- lowest unoccupied orbital energy (eV) = -3.13
- net charge = +1
- E (eV) = -21745.129
- spin multiplicity = 1


An isolated molecule of C22H24N2O2S3. Source: the OMol25 dataset; level of theory: wB97M-V/def2-TZVPD.

Cartesian coordinates (Å):
1 O -1.08 -1.67 -1.50
2 C -1.43 -1.19 -0.44
3 N -2.68 -1.22 0.03
4 C -3.80 -1.74 -0.73
5 C -4.56 -0.61 -1.44
6 C -5.30 0.28 -0.44
7 C -6.26 -0.56 0.41
8 C -5.49 -1.65 1.15
9 C -4.74 -2.54 0.17
10 C -0.45 -0.48 0.52
11 C -0.82 0.96 0.69
12 C -0.49 1.77 1.73
13 C -0.96 3.10 1.57
14 C -1.64 3.27 0.40
15 S -1.72 1.82 -0.51
16 N 0.92 -0.64 0.06
17 C 1.30 0.11 -1.11
18 C 1.71 1.51 -0.77
19 C 1.42 2.65 -1.46
20 C 1.95 3.81 -0.86
21 C 2.63 3.54 0.28
22 S 2.65 1.86 0.64
23 C 1.65 -1.61 0.68
24 O 1.18 -2.25 1.62
25 C 3.02 -1.93 0.24
26 C 3.56 -3.17 0.45
27 C 4.91 -3.27 0.04
28 C 5.39 -2.10 -0.46
29 S 4.20 -0.86 -0.45
30 H -2.90 -0.76 0.90
31 H -3.36 -2.39 -1.49
32 H -3.85 -0.01 -2.02
33 H -5.28 -1.05 -2.13
34 H -4.58 0.79 0.21
35 H -5.86 1.05 -0.98
36 H -6.78 0.08 1.12
37 H -7.00 -1.01 -0.24
38 H -4.80 -1.19 1.86
39 H -6.19 -2.26 1.73
40 H -5.45 -3.07 -0.47
41 H -4.16 -3.29 0.71
42 H -0.49 -1.00 1.49
43 H 0.07 1.44 2.59
44 H -0.79 3.88 2.28
45 H -2.10 4.15 0.02
46 H 2.11 -0.41 -1.63
47 H 0.44 0.14 -1.79
48 H 0.84 2.66 -2.37
49 H 1.82 4.80 -1.26
50 H 3.13 4.22 0.94
51 H 3.00 -3.97 0.89
52 H 5.49 -4.17 0.12
53 H 6.37 -1.89 -0.83

Values from the calculation:
- SMILES = O=C(NC1CCCCC1)[C@H](c1cccs1)N(Cc1cccs1)C(=O)c1cccs1
- energy above the lowest of the compared OMol25 structures with the same formula, charge and spin (kcal per mole) = 0.0
- molar mass (g/mol) = 444.647
- lowest unoccupied orbital energy (eV) = 0.58
- E (eV) = -62785.294
- spin multiplicity = 1


A structure of composition C13H14I2N3OPd. Source: the OMol25 dataset; level of theory: wB97M-V/def2-TZVPD.

Cartesian coordinates (Å):
1 Pd -1.11 0.32 1.19
2 C -3.12 -1.04 -2.48
3 C -2.54 -0.22 -3.43
4 C -1.60 0.72 -3.03
5 C -1.26 0.80 -1.69
6 N -1.82 0.00 -0.78
7 C -2.73 -0.90 -1.16
8 C -0.25 1.77 -1.18
9 C 0.41 2.67 -1.99
10 C 1.34 3.54 -1.43
11 C 1.59 3.47 -0.08
12 C 0.89 2.55 0.68
13 N -0.01 1.72 0.15
14 H -3.86 -1.78 -2.75
15 H -2.82 -0.30 -4.47
16 H -1.14 1.36 -3.76
17 H -3.16 -1.51 -0.38
18 H 0.21 2.71 -3.05
19 H 1.86 4.25 -2.06
20 H 2.31 4.12 0.40
21 H 1.06 2.46 1.74
22 I -2.06 -0.92 3.27
23 C -0.54 0.55 3.07
24 H 0.42 0.12 3.35
25 H -0.81 1.45 3.61
26 N 1.66 -3.65 0.56
27 C 1.69 -2.71 1.52
28 O 1.03 -1.68 1.46
29 C 2.66 -3.01 2.65
30 I 1.95 -2.34 4.54
31 H 1.10 -3.48 -0.26
32 H 2.20 -4.49 0.61
33 H 3.59 -2.48 2.46
34 H 2.86 -4.07 2.74

Values from the calculation:
- molar mass (g/mol) = 588.503
- lowest unoccupied orbital energy (eV) = -3.48
- net charge = +1
- E (eV) = -39902.443
- spin multiplicity = 1


Please write out number 2 again, unchanged.
A structure of composition C31H55BrNP3Ti. Source: the OMol25 dataset; level of theory: wB97M-V/def2-TZVPD.

Cartesian coordinates (Å):
1 N 4.14 5.90 -1.05
2 C 4.73 5.14 -0.13
3 C 4.71 3.75 -0.19
4 C 4.00 3.12 -1.24
5 C 3.38 3.95 -2.21
6 C 3.48 5.34 -2.07
7 C 3.85 1.68 -1.32
8 Ti -0.10 -1.19 -0.20
9 P -2.06 -2.76 0.73
10 C 3.27 1.01 -2.36
11 C 2.52 -0.20 -2.10
12 C 1.50 -0.61 -2.99
13 C 0.56 -1.57 -2.62
14 C 0.85 -2.39 -1.48
15 C 1.89 -2.01 -0.55
16 C 2.67 -0.89 -0.88
17 Br 0.12 -4.32 -1.51
18 H 4.37 1.13 -0.54
19 H 3.27 1.40 -3.39
20 H 5.27 3.17 0.55
21 H 2.83 3.54 -3.06
22 H 5.25 5.66 0.68
23 H 2.99 6.01 -2.80
24 H 1.47 -0.15 -3.97
25 H 3.49 -0.60 -0.21
26 H -0.23 -1.90 -3.31
27 H 2.13 -2.66 0.30
28 P -1.45 0.75 -1.11
29 C -1.02 -4.08 1.51
30 C -1.42 -5.54 1.27
31 H -0.99 -3.86 2.59
32 H 0.01 -3.91 1.15
33 H -0.61 -6.18 1.63
34 H -2.32 -5.80 1.83
35 H -1.58 -5.78 0.21
36 C -2.96 -3.33 -0.79
37 C -4.30 -4.03 -0.69
38 H -2.24 -3.98 -1.31
39 H -3.06 -2.42 -1.41
40 H -4.66 -4.22 -1.71
41 H -4.24 -5.01 -0.20
42 H -5.05 -3.42 -0.18
43 C -3.40 -2.57 1.98
44 C -4.02 -3.83 2.61
45 H -4.19 -1.98 1.49
46 H -2.98 -1.95 2.78
47 H -4.76 -3.50 3.35
48 H -4.55 -4.46 1.88
49 H -3.29 -4.44 3.15
50 C -2.75 1.65 -0.16
51 C -3.92 0.80 0.33
52 H -3.12 2.41 -0.86
53 H -2.28 2.17 0.68
54 H -4.64 1.44 0.85
55 H -4.45 0.32 -0.50
56 H -3.60 0.02 1.04
57 C -2.48 0.39 -2.60
58 C -1.79 0.57 -3.94
59 H -3.36 1.05 -2.56
60 H -2.85 -0.64 -2.48
61 H -2.48 0.25 -4.74
62 H -1.52 1.62 -4.13
63 H -0.88 -0.04 -4.02
64 C -0.37 2.14 -1.65
65 C 0.17 3.07 -0.57
66 H -0.96 2.71 -2.38
67 H 0.47 1.68 -2.20
68 H 0.68 3.92 -1.06
69 H -0.62 3.49 0.06
70 H 0.91 2.58 0.07
71 C 2.12 2.09 2.55
72 C 2.07 0.62 2.15
73 P 0.44 -0.22 2.08
74 C 0.47 -1.53 3.38
75 C 1.18 -1.19 4.70
76 C -0.82 0.99 2.65
77 C -0.66 1.62 4.04
78 H 1.22 2.66 2.27
79 H 2.98 2.57 2.05
80 H 2.27 2.22 3.63
81 H 2.49 0.51 1.14
82 H 2.72 0.02 2.80
83 H -0.57 -1.82 3.57
84 H 0.95 -2.40 2.91
85 H 0.94 -0.19 5.07
86 H 0.85 -1.91 5.46
87 H 2.27 -1.29 4.60
88 H -0.83 1.78 1.88
89 H -1.79 0.49 2.57
90 H 0.37 1.58 4.43
91 H -0.95 2.68 4.00
92 H -1.33 1.13 4.76

Values from the calculation:
- energy above the lowest of the compared OMol25 structures with the same formula, charge and spin (kcal per mole) = 0.0
- molar mass (g/mol) = 662.481
- lowest unoccupied orbital energy (spin up / spin down) (eV) = -6.65 / -7.24
- net charge = +2
- E (eV) = -155538.149
- spin multiplicity = 3


Question: Among the records above, which one has the lowest E?
Answer: C31H55BrNP3Ti


Question: Which formula does entry 4 have?
Answer: C22H24N2O2S3